The following is a DFT calculation (ωB97M-V/def2-TZVPD) of C21H28AuN3O5PS3 as an isolated structure.

The LUMO energy (alpha / beta) is -0.59 / -2.49 eV. Its expectation value of S² is 3.776. Its multiplicity is 4. The energy above the lowest of the compared OMol25 structures with the same formula, charge and spin is 0.539 eV.

Structure (XYZ):
```
62
Properties=species:S:1:pos:R:3:mulliken_spin:R:1
Au -0.249 -0.192 -1.000 0.40
S 3.755 0.648 -1.067 0.55
S 1.446 -1.917 -0.859 0.10
S 1.183 1.891 -1.038 0.50
P 2.833 -0.928 -1.904 -0.04
O 2.139 -0.477 -3.258 0.01
O 4.052 -1.862 -2.297 0.02
O 2.624 2.182 3.672 0.00
O -4.038 1.431 -0.578 0.14
O -1.817 1.229 -0.847 0.17
N -1.931 -1.463 -0.895 0.40
N -0.300 2.667 0.992 0.04
N 1.856 2.030 1.556 0.00
C -3.132 -0.738 -0.775 0.36
C 3.971 -3.304 -2.463 0.01
C -1.963 -2.827 -0.891 0.01
C 2.370 -0.306 -5.639 0.00
C -3.126 -3.520 -0.791 0.08
C 1.759 1.758 2.958 0.00
C 3.449 -3.666 -3.834 0.00
C -0.577 3.522 2.170 0.00
C -1.003 -0.828 3.097 0.01
C -0.730 0.183 5.268 0.00
C 0.869 2.213 0.646 0.03
C -3.058 0.702 -0.725 0.02
C -4.345 -1.430 -0.677 -0.09
C 0.285 0.984 4.770 0.00
C -4.373 -2.800 -0.687 0.23
C 0.639 0.901 3.427 0.00
C -3.117 3.641 2.181 0.00
C 0.008 -0.023 2.601 -0.01
C 2.913 0.161 -4.313 0.00
C -1.863 3.158 2.905 0.00
C -1.381 -0.716 4.429 0.00
H -1.808 3.607 3.899 0.00
H 3.966 -0.092 -4.201 0.00
H -3.283 3.124 1.233 0.00
H -0.650 4.547 1.801 0.00
H 0.809 1.686 5.407 0.00
H -1.008 -3.335 -0.966 0.02
H 2.535 -1.375 -5.775 0.00
H -3.099 -4.601 -0.792 0.01
H 3.337 -3.717 -1.681 0.00
H 0.272 3.477 2.842 0.00
H -1.056 2.521 0.288 -0.02
H -4.001 3.465 2.795 0.00
H -5.245 -0.836 -0.587 0.00
H -2.178 -1.339 4.816 0.00
H 4.098 -3.263 -4.614 0.00
H 4.988 -3.650 -2.309 0.00
H 2.803 2.124 1.225 0.00
H 3.417 -4.752 -3.935 0.00
H -1.896 2.075 3.045 0.00
H -1.012 0.257 6.309 0.00
H 0.316 -0.152 1.573 -0.01
H -3.056 4.715 1.983 0.00
H 1.297 -0.112 -5.700 0.00
H -5.310 -3.335 -0.615 0.02
H 2.438 -3.278 -3.972 0.00
H -1.493 -1.537 2.439 0.00
H 2.869 0.234 -6.447 0.00
H 2.802 1.237 -4.197 0.00
```